The following is a quantum chemistry calculation of 9 unconnected molecules or ions with the total composition C36H82BClF2IN9O21P2S at a distorted geometry, from OMol25.

```
156
C36H82BClF2IN9O21P2S (ωB97M-V/def2-TZVPD)
N 4.10176 -4.22408 7.73345
B 3.34888 -4.06924 6.45213
O 3.20471 -5.14975 5.63622
C 2.78286 -2.59024 6.05567
C 3.04832 -1.54047 7.16786
C 2.19300 -0.25729 7.06840
C 2.43567 0.58178 8.32841
Cl 1.43067 0.05084 9.72109
O 1.45019 -2.52211 5.58991
C 0.37569 -3.12550 6.26521
C -0.01393 -4.57092 5.83172
C -0.33110 -4.72504 4.33507
O 0.66537 -4.24606 3.45950
C 0.22011 -3.05274 7.79917
C 0.70972 -4.26427 8.61384
C 0.13531 -4.12770 10.05912
I 1.55194 -3.39704 11.48876
P -1.07153 -2.08058 5.66197
O -1.28938 -0.93053 6.54134
O -2.42686 -2.94889 5.71752
O -0.78997 -1.50505 4.19669
C 3.62903 -2.15588 4.79933
F 3.26695 -0.90841 4.47498
O 3.35638 -2.99066 3.72460
C 3.25692 -2.36295 2.44999
O 4.37978 -1.68535 2.02079
P 2.98819 -3.77309 1.21333
O 1.70588 -3.67875 0.54854
O 4.21354 -3.74701 0.17276
O 3.21039 -5.15782 1.98656
S 5.47123 -2.14418 5.04175
O 5.95922 -0.97086 4.45276
O 5.95158 -2.35973 6.35488
F 5.96608 -3.32846 4.12714
H 3.70200 -5.02557 8.22394
H 5.04164 -4.52690 7.47542
H 3.22733 -5.94560 6.19036
H 2.78856 -2.01753 8.11481
H 4.08889 -1.23715 7.27143
H 1.12308 -0.43017 6.96375
H 2.49406 0.39644 6.24926
H 3.47358 0.56342 8.64780
H 2.11976 1.59469 8.09675
H -0.91594 -4.85923 6.37644
H 0.73080 -5.29930 6.14436
H -1.29095 -4.30085 4.01594
H -0.40317 -5.79621 4.13298
H 0.65714 -3.28042 3.42893
H -0.84830 -2.97315 8.00732
H 0.63164 -2.16031 8.26543
H 1.78716 -4.28066 8.76631
H 0.34877 -5.23096 8.26892
H -0.78388 -3.54813 10.07741
H -0.14209 -5.12169 10.40039
H -3.10927 -2.29548 5.94597
H -0.54390 -0.56565 4.27604
H 2.36877 -1.75138 2.31963
H 5.15332 -2.26600 1.99038
H 4.75929 -4.53455 0.33315
H 2.41840 -5.70091 1.84445
C 4.38656 1.24646 2.32123
N 4.20673 2.67959 2.14389
C 4.28509 3.39874 0.99425
C 4.59507 2.64577 -0.27434
O 4.10634 4.60977 1.00852
H 3.47483 0.82363 2.74214
H 5.20693 1.07658 3.01763
H 4.60774 0.75123 1.38454
H 3.99649 3.23951 2.95486
H 4.62516 3.34105 -1.10765
H 5.56842 2.15834 -0.19443
H 3.81926 1.90538 -0.47095
C 0.79391 4.22758 -4.57554
N 1.36614 3.02440 -3.96754
C 1.78139 2.84626 -2.69036
C 1.64970 4.02085 -1.75034
O 2.24246 1.76787 -2.33274
H -0.19961 3.99004 -4.95587
H 1.42600 4.53120 -5.40441
H 0.71934 5.04236 -3.87024
H 1.48236 2.20354 -4.54030
H 2.01754 3.74117 -0.76817
H 2.23978 4.86218 -2.11445
H 0.60258 4.31203 -1.66016
C -1.04990 0.19156 -6.61327
N -1.08752 1.63650 -6.48362
C -2.10432 2.47750 -6.79540
C -3.36484 1.86312 -7.34437
O -1.98295 3.68541 -6.63084
H -0.87023 -0.25164 -5.63173
H -0.23245 -0.08701 -7.27962
H -1.97903 -0.19659 -7.01421
H -0.27355 2.10566 -6.12178
H -4.08567 2.65096 -7.54840
H -3.14856 1.33661 -8.27491
H -3.79933 1.17450 -6.61700
C 0.45732 9.53275 -7.81780
N 0.84610 8.52396 -6.85076
C 0.13720 7.43604 -6.44190
C -1.22731 7.21938 -7.04888
O 0.60304 6.67072 -5.61326
H 1.18305 9.54842 -8.63314
H 0.45328 10.51155 -7.33461
H -0.52796 9.33544 -8.22515
H 1.74704 8.60849 -6.40700
H -1.66363 6.31644 -6.62884
H -1.88131 8.06341 -6.82294
H -1.14638 7.09439 -8.12966
C -3.01731 4.38640 6.97293
N -1.79567 3.67458 6.64864
C -1.66588 2.44131 6.08759
C -2.93696 1.69763 5.74800
O -0.55726 1.97698 5.87585
H -3.03730 5.33263 6.42907
H -3.03698 4.59791 8.04363
H -3.89685 3.80926 6.71055
H -0.91463 4.11975 6.85106
H -2.68126 0.73784 5.31391
H -3.52696 1.52340 6.64834
H -3.52077 2.26795 5.02275
C -2.10206 4.19382 -12.32468
N -1.76239 3.13518 -11.39308
C -2.52217 2.07028 -11.02755
C -3.88758 1.94920 -11.64918
O -2.08963 1.25709 -10.21890
H -1.37274 4.20559 -13.13707
H -2.06420 5.15383 -11.80634
H -3.09411 4.05535 -12.74056
H -0.86082 3.16269 -10.94311
H -4.37791 1.05814 -11.26647
H -4.49870 2.81683 -11.39667
H -3.80148 1.85992 -12.73294
C -9.36875 1.54916 -10.49757
N -8.22321 1.96311 -11.28749
C -7.25461 2.85396 -10.95474
C -7.34946 3.51514 -9.60186
O -6.34506 3.09750 -11.73563
H -9.32223 0.47120 -10.33538
H -10.28408 1.78179 -11.04403
H -9.39337 2.05050 -9.53659
H -8.10153 1.55776 -12.20233
H -6.51168 4.19533 -9.47922
H -8.27528 4.08598 -9.52227
H -7.30854 2.76661 -8.80944
C -0.82647 -10.40592 2.15264
N -0.56839 -9.84208 3.46551
C 0.49858 -9.10140 3.86483
C 1.56872 -8.80803 2.84324
O 0.56980 -8.69558 5.01312
H -1.76741 -10.00795 1.76962
H -0.91411 -11.49021 2.23851
H -0.03220 -10.16964 1.45334
H -1.24477 -10.00049 4.19564
H 2.34909 -8.21112 3.30773
H 2.01175 -9.73620 2.48045
H 1.14915 -8.24476 2.00763
```

**Structure (SMILES)**: NB(O)[C@](CCCCl)(O[C@@](CCO)(CCCI)P(=O)(O)O)[C@](F)(O[C@@H](O)P(=O)(O)O)S(=O)(=O)F.CNC(C)=O.CNC(C)=O.CNC(C)=O.CNC(C)=O.CNC(C)=O.CNC(C)=O.CNC(C)=O.CNC(C)=O
**Frontier orbital gap**: 8.801 eV
**Largest force on an atom**: 2.67 eV/A
**HOMO level**: -8.5 eV
**DFT total energy**: -151225.46241 eV

Mulliken atomic charge list, values in e, 6 entries: -0.6270 0.5862 -0.7778 1.5677 -2.0946 0.2346

---

The following is a quantum chemistry calculation of 8 unconnected molecules or ions with the total composition C27H61BClN9O10PS at a distorted geometry, from OMol25.

```
111
C27H61BClN9O10PS (ωB97M-V/def2-TZVPD)
O 3.02980 1.47032 4.14370
C 1.97182 1.12874 3.23787
C 2.13710 1.80130 1.91992
B 0.97972 1.25811 0.89178
C 0.16285 2.43778 0.08558
C -0.52438 3.44416 0.96244
S -1.79539 2.81500 2.10262
C -2.34915 1.36254 1.40211
N -2.61879 1.05758 0.21611
N -2.99270 -0.27965 0.25140
C -2.91904 -0.64044 1.44838
O -2.53418 0.35066 2.25744
P 1.64256 0.06263 -0.51268
O 3.33124 0.02883 -0.35404
Cl 1.15199 -1.91248 0.14299
H 2.69316 1.33294 5.02437
H 1.01718 1.43083 3.64431
H 1.94837 0.06369 3.06241
H 3.14680 1.58177 1.60016
H 2.08144 2.86274 2.09752
H 0.17398 0.59606 1.53772
H 0.87628 3.00620 -0.49416
H -0.51882 2.01707 -0.61662
H 0.16473 3.98193 1.57008
H -1.00403 4.17291 0.34052
H -3.13649 -1.62992 1.75704
H 3.55210 -0.88078 -0.14354
C -3.10186 -2.94191 4.73174
O -3.41836 -2.76995 3.56224
N -2.03791 -2.40217 5.32314
C -1.69011 -2.69639 6.69879
C -1.19133 -1.48529 4.56692
H -3.68661 -3.59278 5.40399
H -1.69260 -1.77934 7.29181
H -0.69740 -3.14556 6.74084
H -2.41195 -3.39118 7.12262
H -1.76730 -0.62347 4.24077
H -0.79563 -1.97864 3.68528
H -0.36924 -1.15588 5.19384
C 0.79978 -4.86998 3.72655
O 0.85348 -4.98781 4.94158
N 0.91792 -5.87511 2.85721
C 0.82191 -5.66290 1.42252
C 1.14585 -7.21618 3.36348
H 0.64978 -3.89901 3.23244
H -0.00355 -6.25098 1.01844
H 1.74678 -5.97454 0.93854
H 0.63826 -4.61671 1.19013
H 0.32689 -7.51757 4.01779
H 2.06904 -7.24989 3.94257
H 1.21654 -7.90580 2.52737
C 0.35197 -6.48068 -1.88343
O 1.32688 -7.10702 -1.50617
N 0.39124 -5.41507 -2.69019
C -0.80719 -4.69986 -3.09037
C 1.68433 -4.95229 -3.16888
H -0.67220 -6.74371 -1.56441
H -0.91325 -4.71855 -4.17682
H -0.75638 -3.66249 -2.75718
H -1.68129 -5.16725 -2.64419
H 2.17905 -5.74072 -3.73695
H 2.32265 -4.68649 -2.32713
H 1.54179 -4.08104 -3.80048
C 4.49963 1.71370 -3.90842
O 4.50864 1.84385 -5.12593
N 5.44365 2.20518 -3.10011
C 5.39538 2.02265 -1.65701
C 6.54535 2.94085 -3.69229
H 3.70270 1.17291 -3.37469
H 5.36107 2.99454 -1.16082
H 6.28364 1.48212 -1.32320
H 4.51525 1.45189 -1.38009
H 6.17276 3.80881 -4.23786
H 7.08869 2.30962 -4.39692
H 7.21901 3.26945 -2.90632
C 2.90232 2.70970 -10.21526
O 2.89727 2.46836 -11.41124
N 3.72684 2.14811 -9.32588
C 3.69504 2.47246 -7.90337
C 4.69339 1.17504 -9.79985
H 2.20582 3.43359 -9.75866
H 4.65569 2.87563 -7.58873
H 3.48567 1.58470 -7.31564
H 2.92174 3.21200 -7.71105
H 5.35378 1.62709 -10.54090
H 4.18401 0.33467 -10.27227
H 5.28010 0.81762 -8.95874
C -7.84504 -0.10397 0.41345
O -8.77541 -0.28893 -0.34942
N -7.66677 -0.77562 1.56181
C -6.54713 -0.52072 2.45078
C -8.63547 -1.79505 1.92003
H -7.05913 0.64465 0.22074
H -5.94771 -1.42537 2.56859
H -6.91440 -0.20561 3.43043
H -5.91449 0.26421 2.04378
H -8.67400 -2.56694 1.15119
H -9.63086 -1.35781 2.00750
H -8.35064 -2.24266 2.86798
C -0.95946 6.66473 2.87668
O 0.06080 6.19712 2.41750
N -1.88327 7.33214 2.16386
C -3.08782 7.86191 2.76592
C -1.65617 7.51619 0.73921
H -1.21959 6.57005 3.94595
H -3.97146 7.41712 2.30386
H -3.13320 8.94622 2.63903
H -3.09832 7.63350 3.82873
H -1.56761 6.54971 0.24400
H -0.73003 8.06679 0.57305
H -2.48843 8.06756 0.31084
```

**Net charge**: -1
**Frontier orbital gap**: 6.688 eV
**Largest force on an atom**: 2.30 eV/A
**HOMO level**: -4.6 eV
**DFT total energy**: -96199.46266 eV

Mulliken atomic charge list, values in e, 6 entries: -0.5782 -0.5500 -0.4996 0.7885 -1.9497 0.0524

---

The following is a quantum chemistry calculation of 2 unconnected molecules or ions with the total composition C2H8NO at a distorted geometry, from OMol25.

```
12
C2H8NO (ωB97M-V/def2-TZVPD)
O -2.71872 0.47515 -0.15591
H -3.58107 0.06014 -0.00080
H -2.83611 1.42747 -0.05548
H 2.60396 0.29191 0.79002
C 2.12506 -0.17143 -0.07026
C 0.68340 0.16945 -0.17664
N -0.24643 -0.53932 0.34086
H 2.22720 -1.24647 0.01942
H 2.64993 0.18506 -0.94869
H 0.38171 0.88370 -0.93363
H -0.05156 -1.32983 0.94580
H -1.23735 -0.20583 0.24531
```

**Net charge**: +1
**Frontier orbital gap**: 11.994 eV
**Largest force on an atom**: 1.57 eV/A
**HOMO level**: -16.7 eV
**DFT total energy**: -5734.70093 eV

natural (NBO) atomic charge list, values in e, 6 entries: -0.9646 0.5141 0.5052 0.2866 -0.7134 0.3262

---

The following is a quantum chemistry calculation of a molecular structure, C52H65As4N4PPbTe, from OMol25.

```
128
C52H65As4N4PPbTe (ωB97M-V/def2-TZVPD)
Pb 0.95377 -0.43131 -0.65869
C 3.04679 -1.62142 3.03931
As 2.51401 -2.65503 1.47169
C 4.30347 -2.86691 0.71061
C 2.26126 -4.35819 2.43408
C 1.50373 -5.50920 1.76116
C 1.31077 -6.60001 2.83060
C 0.06443 -5.09677 1.37890
As -0.41607 -4.09583 -0.23780
C -1.74724 -5.22385 -1.05828
C 0.92203 -3.95450 -1.62561
C 2.25623 -6.07009 0.54236
As 3.60497 -7.50925 0.83147
C 5.08721 -6.46546 1.58094
C 4.22970 -7.47067 -1.02550
H 3.81201 -2.16007 3.59807
H 2.18456 -1.44962 3.68216
H 3.44534 -0.65941 2.71917
H 4.99372 -3.26078 1.45565
H 4.64937 -1.88238 0.39312
H 4.29435 -3.52740 -0.15578
H 1.72547 -4.07316 3.34478
H 3.24939 -4.70101 2.74745
H 0.66657 -6.24148 3.63594
H 2.26676 -6.88465 3.27178
H 0.86325 -7.49915 2.40383
H -0.39961 -4.52532 2.18620
H -0.52577 -6.00785 1.24925
H -1.30489 -6.19250 -1.29166
H -2.10866 -4.74774 -1.96739
H -2.57627 -5.35337 -0.36491
H 1.18011 -4.95239 -1.97401
H 1.81226 -3.45089 -1.25806
H 0.47535 -3.37645 -2.43535
H 2.72753 -5.26340 -0.02605
H 1.54130 -6.56062 -0.12931
H 4.91685 -6.24847 2.63477
H 5.25214 -5.53989 1.03110
H 5.98556 -7.07859 1.51238
H 3.45431 -7.86139 -1.68389
H 5.10423 -8.11266 -1.11885
H 4.49852 -6.45972 -1.33609
C 4.84196 2.41581 -1.17873
C 4.59137 3.46009 -0.30318
C 3.63912 3.29697 0.68805
C 2.96293 2.08553 0.78081
N 3.18009 1.09469 -0.08626
C 4.09661 1.25978 -1.03829
C 1.97165 1.81233 1.86139
C 1.95470 2.56822 3.02707
C 1.03644 2.26887 4.02105
C 0.16678 1.21016 3.83195
C 0.25415 0.49624 2.64956
N 1.12359 0.78793 1.68014
H 5.58622 2.49778 -1.95808
H 5.12957 4.39431 -0.39101
H 3.42016 4.10899 1.36531
H 4.24222 0.42139 -1.71251
H 2.66628 3.36726 3.17180
H 1.01242 2.84999 4.93334
H -0.57036 0.93655 4.57335
H -0.40798 -0.34162 2.46376
C -1.35506 2.53462 0.65415
C -2.43143 3.62108 0.56714
As -4.26398 2.85014 0.48957
C -4.04613 1.80967 2.13524
C -4.02927 0.42154 2.03523
C -3.79988 -0.36956 3.15701
C -3.59282 0.22786 4.39110
C -3.61574 1.61436 4.50207
C -3.83877 2.39960 3.38076
C -5.21988 4.37706 1.22695
C -4.81094 5.68652 0.99908
C -5.56109 6.75130 1.48326
C -6.72613 6.51412 2.19515
C -7.14589 5.20908 2.41783
C -6.40002 4.14683 1.93173
P -0.54944 2.03333 -0.91249
C 0.55788 3.41081 -1.32893
C 1.36956 3.27003 -2.45590
C 2.20735 4.29925 -2.85317
C 2.25220 5.47868 -2.12037
C 1.46164 5.62059 -0.98977
C 0.61723 4.59192 -0.59278
C -1.85566 2.08349 -2.17186
C -2.77599 1.03862 -2.20858
C -3.83480 1.06330 -3.10081
C -3.97966 2.13392 -3.97083
C -3.06640 3.17902 -3.94261
C -2.00719 3.15793 -3.04647
H -1.75505 1.62399 1.10953
H -0.53832 2.84458 1.31181
H -2.29407 4.26397 -0.30390
H -2.38742 4.25151 1.45718
H -4.22197 -0.04864 1.07543
H -3.80471 -1.44876 3.06853
H -3.43845 -0.38362 5.27103
H -3.47601 2.08245 5.46851
H -3.87238 3.47906 3.47876
H -3.90707 5.89423 0.43817
H -5.23394 7.76657 1.30062
H -7.30997 7.34295 2.57235
H -8.05761 5.01957 2.96889
H -6.73779 3.13221 2.11161
H 1.32175 2.35791 -3.04214
H 2.82090 4.18609 -3.73754
H 2.89861 6.28756 -2.43442
H 1.48904 6.54076 -0.42084
H -0.00312 4.72983 0.28288
H -2.67412 0.20160 -1.52650
H -4.55373 0.25431 -3.10742
H -4.80952 2.16026 -4.66445
H -3.18260 4.01893 -4.61447
H -1.30619 3.98256 -3.02899
N -0.36572 -0.09750 -7.36765
C -0.12273 -0.27392 -6.05282
C -1.10294 -0.78184 -5.18466
C -0.80963 -0.92565 -3.85078
N 0.37244 -0.60999 -3.30216
C 1.30854 -0.14032 -4.13738
C 1.12353 0.04500 -5.48523
H -1.24470 -0.36525 -7.77154
H 0.35349 0.22336 -7.98998
H -2.08346 -1.05014 -5.55505
H -1.56087 -1.31270 -3.17100
H 2.27024 0.10355 -3.69248
H 1.92860 0.42845 -6.09782
Te -1.56944 -1.93050 0.27315
```

**Net charge**: +2
**Frontier orbital gap**: 7.183 eV
**Largest force on an atom**: 0.13 eV/A
**HOMO level**: -11.9 eV
**DFT total energy**: -326113.08320 eV

Mulliken atomic charge list, values in e, 6 entries: 1.4975 -1.2971 0.6387 -1.3114 -2.1019 2.4404